Formula: C59H82CaN6O8P2Se
Source: OMol25
Level of theory: ωB97M-V/def2-TZVPD

Element x y z (Å)
Ca (0.844, 0.225, 0.523)
C (-3.563, 3.914, -5.508)
C (-2.049, 3.746, -5.322)
C (-1.520, 2.891, -6.474)
C (-1.374, 5.123, -5.400)
C (-1.756, 3.113, -3.963)
C (-1.098, 1.901, -3.806)
C (-0.818, 1.408, -2.543)
Se (0.121, -0.259, -2.390)
C (-1.339, -1.393, -1.844)
C (-2.139, -1.853, -2.871)
C (-3.273, -2.618, -2.627)
C (-3.588, -2.811, -1.292)
C (-2.829, -2.342, -0.218)
C (-1.576, -1.709, -0.472)
O (-0.679, -1.458, 0.453)
C (-3.419, -2.598, 1.181)
C (-4.942, -2.370, 1.174)
C (-3.139, -4.045, 1.609)
C (-2.854, -1.665, 2.247)
C (-4.119, -3.140, -3.785)
C (-3.259, -4.041, -4.683)
C (-5.320, -3.953, -3.303)
C (-4.641, -1.957, -4.614)
C (-1.153, 2.096, -1.341)
O (-0.753, 1.644, -0.192)
C (-1.930, 3.283, -1.503)
C (-2.166, 3.746, -2.793)
C (-2.539, 4.112, -0.355)
C (-1.913, 5.514, -0.348)
C (-2.363, 3.515, 1.045)
C (-4.054, 4.246, -0.584)
H (-3.783, 4.378, -6.473)
H (-4.063, 2.944, -5.467)
H (-3.993, 4.543, -4.727)
H (-1.740, 3.381, -7.425)
H (-0.439, 2.756, -6.407)
H (-1.989, 1.905, -6.489)
H (-1.575, 5.596, -6.366)
H (-1.739, 5.789, -4.617)
H (-0.292, 5.025, -5.280)
H (-0.785, 1.318, -4.663)
H (-1.861, -1.589, -3.885)
H (-4.488, -3.362, -1.058)
H (-5.483, -3.091, 0.561)
H (-5.327, -2.462, 2.193)
H (-5.177, -1.369, 0.806)
H (-3.546, -4.755, 0.884)
H (-2.062, -4.219, 1.685)
H (-3.589, -4.255, 2.584)
H (-2.885, -0.621, 1.930)
H (-3.433, -1.773, 3.171)
H (-1.822, -1.919, 2.442)
H (-2.893, -4.903, -4.120)
H (-3.842, -4.406, -5.533)
H (-2.394, -3.502, -5.073)
H (-5.007, -4.818, -2.713)
H (-5.996, -3.348, -2.694)
H (-5.884, -4.318, -4.163)
H (-3.821, -1.357, -5.010)
H (-5.239, -2.313, -5.457)
H (-5.263, -1.304, -3.999)
H (-2.715, 4.677, -2.895)
H (-0.836, 5.446, -0.177)
H (-2.072, 6.034, -1.294)
H (-2.347, 6.124, 0.451)
H (-1.317, 3.489, 1.336)
H (-2.919, 4.135, 1.757)
H (-2.739, 2.493, 1.099)
H (-4.290, 4.750, -1.521)
H (-4.521, 3.259, -0.607)
H (-4.505, 4.822, 0.229)
C (-0.823, -0.545, 4.982)
C (-0.209, -0.648, 3.741)
N (0.229, 0.416, 3.091)
C (0.101, 1.600, 3.694)
C (-0.478, 1.686, 4.956)
N (-0.953, 0.621, 5.596)
C (0.580, 2.796, 2.936)
C (0.440, 4.087, 3.431)
C (0.835, 5.156, 2.642)
C (1.343, 4.889, 1.378)
C (1.429, 3.571, 0.952)
N (1.089, 2.548, 1.733)
C (1.870, 3.231, -0.428)
C (1.737, 4.127, -1.484)
N (2.126, 3.829, -2.719)
C (2.629, 2.615, -2.904)
C (2.732, 1.699, -1.865)
N (2.357, 2.007, -0.630)
C (0.674, 6.551, 3.114)
C (-0.512, 6.966, 3.708)
C (-0.625, 8.283, 4.123)
N (0.346, 9.184, 3.993)
C (1.478, 8.779, 3.423)
C (1.689, 7.488, 2.965)
H (-1.214, -1.421, 5.486)
H (-0.070, -1.607, 3.265)
H (-0.577, 2.632, 5.470)
H (0.025, 4.275, 4.410)
H (1.640, 5.703, 0.731)
H (1.282, 5.100, -1.342)
H (2.940, 2.355, -3.909)
H (3.099, 0.692, -2.025)
H (-1.343, 6.280, 3.819)
H (-1.544, 8.635, 4.579)
H (2.259, 9.525, 3.329)
H (2.635, 7.212, 2.517)
C (5.125, -4.947, 1.733)
C (4.956, -3.951, 2.861)
C (6.271, -3.671, 3.561)
O (4.474, -2.683, 2.339)
P (2.975, -2.171, 2.449)
O (2.882, -0.730, 2.164)
C (1.972, -3.196, 1.341)
P (2.354, -2.789, -0.379)
O (2.406, -1.331, -0.576)
O (3.750, -3.496, -0.634)
C (4.698, -2.893, -1.574)
C (5.569, -1.897, -0.840)
C (5.479, -4.035, -2.185)
O (1.312, -3.440, -1.341)
C (0.800, -4.791, -1.501)
C (1.888, -5.838, -1.373)
C (-0.360, -5.011, -0.556)
O (2.462, -2.619, 3.886)
C (3.177, -2.124, 5.067)
C (3.025, -3.181, 6.138)
C (2.646, -0.771, 5.493)
H (5.506, -5.885, 2.139)
H (5.839, -4.568, 1.000)
H (4.190, -5.145, 1.213)
H (4.222, -4.326, 3.578)
H (6.980, -3.238, 2.854)
H (6.691, -4.600, 3.948)
H (6.149, -2.977, 4.392)
H (0.915, -2.918, 1.460)
H (2.102, -4.255, 1.566)
H (4.120, -2.383, -2.349)
H (6.151, -2.401, -0.066)
H (4.963, -1.123, -0.370)
H (6.258, -1.427, -1.544)
H (6.013, -4.586, -1.409)
H (6.208, -3.643, -2.894)
H (4.821, -4.725, -2.712)
H (0.424, -4.782, -2.525)
H (2.290, -5.874, -0.357)
H (2.712, -5.649, -2.059)
H (1.460, -6.815, -1.600)
H (-0.020, -5.056, 0.482)
H (-0.845, -5.960, -0.792)
H (-1.092, -4.211, -0.654)
H (4.228, -2.016, 4.790)
H (1.968, -3.327, 6.367)
H (3.535, -2.862, 7.048)
H (3.446, -4.136, 5.822)
H (1.620, -0.855, 5.853)
H (2.680, -0.064, 4.665)
H (3.264, -0.388, 6.307)

The HOMO energy comes out at -6.28 eV. Its lowest unoccupied orbital energy is -0.5 eV. As for the energy above the lowest of the compared OMol25 structures with the same formula, charge and spin: 16.2 kcal/mol. The spin multiplicity is 1. Its orbital gap is 0.2112 hartree.

These are the Löwdin partial charges, in e, on atoms 1 to 5: 1.285 -0.050 -0.562 -0.072 -0.051